Molecular formula: C56H140F30N7O7P5
Method: DFT, ωB97M-V/def2-TZVPD

Each line ends with the Mulliken charge.
Geometry (Å):
1 C -2.00939 -0.85982 1.38653  -1.485
2 C -2.10347 0.01370 0.13642  -0.646
3 N -1.28471 1.32487 0.19844  0.786
4 C -1.78011 2.24114 -0.97993  -0.040
5 C -1.66882 2.06639 1.53259  0.158
6 C -3.19649 2.39901 1.76676  -1.299
7 C 0.29540 1.14214 0.26028  0.115
8 C 0.80805 0.24881 -0.92159  -0.835
9 O 0.56785 -1.09080 -0.53565  0.719
10 C 1.33126 -2.13030 -1.19418  0.082
11 H -2.57236 -1.78402 1.25608  0.814
12 H -2.44867 -0.43398 2.28864  0.104
13 H -0.99367 -1.17144 1.63009  -0.415
14 H -3.11335 0.33755 -0.11531  0.926
15 H -1.74576 -0.43564 -0.79000  0.683
16 H -1.25135 3.18741 -0.86549  -0.226
17 H -2.86561 2.34012 -0.98310  0.514
18 H -1.50553 1.64646 -1.85116  -0.180
19 H -1.25770 3.07557 1.50738  0.352
20 H -1.25556 1.55603 2.40258  0.322
21 H -3.64691 3.05556 1.02235  0.224
22 H -3.20633 3.07516 2.62164  0.478
23 H -3.84440 1.54916 1.98140  -0.132
24 H 0.53094 0.60662 1.17998  -0.181
25 H 0.83963 2.08611 0.28889  0.363
26 H 1.86838 0.48281 -1.01670  0.457
27 H 0.32706 0.48963 -1.86963  -0.399
28 H 1.22605 -2.17419 -2.27821  0.148
29 H 0.84644 -3.04321 -0.84828  -0.006
30 H 2.39250 -2.06710 -0.95363  -0.357
31 C 5.11161 3.34257 5.33202  -1.233
32 C 3.58314 3.06790 4.93709  -0.657
33 N 2.95257 4.06774 3.90823  0.744
34 C 1.49250 3.61627 3.75973  -0.953
35 C 2.98268 5.47071 4.51619  -0.467
36 C 2.40501 6.62829 3.56345  -1.183
37 C 3.68647 4.12887 2.56281  -0.378
38 C 4.29903 2.73852 2.13283  -1.420
39 O 3.27421 1.78978 2.09057  0.457
40 C 3.73804 0.47473 1.89732  -0.896
41 H 5.18175 4.39677 5.60004  0.320
42 H 5.69586 3.30086 4.41277  0.263
43 H 5.38251 2.69608 6.16675  0.402
44 H 2.89584 3.17655 5.77608  0.627
45 H 3.38098 2.07816 4.52766  0.280
46 H 0.95481 3.67176 4.70627  0.424
47 H 1.50038 2.58357 3.41108  0.307
48 H 0.91397 4.23997 3.07827  0.129
49 H 3.94716 5.73412 4.95035  0.338
50 H 2.34139 5.32234 5.38499  0.430
51 H 1.46623 6.38446 3.06613  0.213
52 H 3.07952 6.78618 2.72190  0.352
53 H 2.47152 7.59200 4.06837  0.461
54 H 4.55221 4.78615 2.64391  0.422
55 H 2.96842 4.51369 1.83864  0.225
56 H 5.17144 2.37964 2.67892  0.438
57 H 4.68080 2.77492 1.11253  0.571
58 H 2.90957 -0.22433 1.78310  -0.261
59 H 4.32395 0.12761 2.74839  0.427
60 H 4.50821 0.50012 1.12643  0.485
61 C 1.22470 -3.14526 2.85347  -0.758
62 C -0.24844 -3.52836 3.14065  0.025
63 N -0.44566 -4.65934 4.26201  0.257
64 C 0.55765 -5.80595 4.03380  -0.970
65 C -0.19539 -4.04011 5.73109  -0.181
66 C -0.60585 -4.83367 6.98928  -1.540
67 C -1.90656 -5.21576 4.25760  -0.684
68 C -3.00202 -4.18527 4.74257  -0.834
69 O -3.15793 -3.10829 3.86647  -0.265
70 C -4.01363 -2.03441 4.28047  -0.927
71 H 1.70346 -3.75960 2.09093  0.358
72 H 1.82279 -3.20899 3.76250  0.515
73 H 1.30414 -2.10598 2.53459  -0.335
74 H -0.62497 -3.95042 2.20889  0.142
75 H -0.82149 -2.69222 3.54136  0.215
76 H 0.33544 -6.48645 4.85577  0.458
77 H 1.53812 -5.34740 4.16235  0.403
78 H 0.44752 -6.34112 3.09064  0.231
79 H -0.81201 -3.14779 5.62317  0.232
80 H 0.84703 -3.73061 5.65559  0.512
81 H -0.14992 -5.81000 7.15363  0.356
82 H -1.68647 -4.90036 7.11536  0.315
83 H -0.25940 -4.37654 7.91616  0.424
84 H -1.98885 -6.05999 4.94215  0.444
85 H -1.98975 -5.55141 3.22391  0.563
86 H -2.83894 -3.87409 5.77441  0.414
87 H -3.97858 -4.65971 4.83934  0.625
88 H -4.62025 -2.40746 5.10566  0.590
89 H -4.72794 -1.66581 3.54426  0.222
90 H -3.38704 -1.24970 4.70441  0.231
91 C 5.27059 -2.92160 -0.98771  -0.797
92 C 6.66852 -2.57015 -1.50268  -0.365
93 N 7.44808 -3.64401 -2.28547  0.640
94 C 6.57034 -4.18118 -3.42971  -0.990
95 C 8.74323 -2.95509 -2.72739  -0.159
96 C 8.67642 -1.99005 -3.87000  -1.294
97 C 7.77972 -4.79343 -1.20508  -0.507
98 C 8.77681 -5.82752 -1.75094  -0.977
99 O 8.52091 -6.36610 -3.01622  -0.365
100 C 9.62741 -6.77609 -3.83467  -0.808
101 H 4.54989 -2.12722 -0.79369  -0.299
102 H 5.40573 -3.47547 -0.05870  0.411
103 H 4.73252 -3.52511 -1.71869  0.283
104 H 7.35892 -2.17709 -0.75638  0.448
105 H 6.52930 -1.76483 -2.22392  0.191
106 H 6.10670 -3.38118 -4.00688  0.265
107 H 5.78261 -4.80966 -3.01425  0.405
108 H 7.24169 -4.81510 -4.00899  0.368
109 H 9.45000 -3.67913 -3.13279  0.165
110 H 9.20426 -2.48903 -1.85657  0.408
111 H 9.69452 -1.65440 -4.06730  0.443
112 H 7.95805 -1.19548 -3.66825  0.303
113 H 8.24864 -2.44401 -4.76387  0.329
114 H 6.79186 -5.24329 -1.10583  0.456
115 H 8.24543 -4.27578 -0.36647  0.351
116 H 8.93712 -6.60173 -1.00060  0.540
117 H 9.79310 -5.43373 -1.73707  0.454
118 H 10.14489 -7.70840 -3.60859  0.353
119 H 10.38672 -5.99417 -3.82282  0.314
120 H 9.42487 -6.81581 -4.90494  0.310
121 C 0.96380 3.74900 -3.81432  -1.289
122 C 0.50656 2.75333 -4.88159  0.575
123 N 0.93209 3.14709 -6.32477  0.485
124 C 2.45717 2.75917 -6.40009  -1.099
125 C 0.25024 2.28164 -7.40718  -0.426
126 C 0.33062 0.72988 -7.27696  -1.408
127 C 0.74509 4.62552 -6.68364  -0.724
128 C -0.65709 5.12229 -6.63821  -0.499
129 O -1.30580 4.74703 -7.79712  -0.324
130 C -2.44601 5.56763 -8.10570  -0.866
131 H 2.01249 4.03333 -3.90086  0.296
132 H 0.74954 3.18134 -2.90880  -0.014
133 H 0.37472 4.66476 -3.86402  0.375
134 H -0.56070 2.57384 -5.01136  0.331
135 H 0.87872 1.76712 -4.60413  -0.454
136 H 2.81468 3.12118 -7.36407  0.408
137 H 2.49989 1.67181 -6.46270  0.285
138 H 2.97823 3.33408 -5.63453  0.461
139 H 0.54024 2.64699 -8.39234  0.470
140 H -0.79967 2.53267 -7.25624  0.507
141 H -0.44728 0.35436 -7.94176  0.480
142 H 0.19328 0.37335 -6.25612  0.203
143 H 1.22437 0.29750 -7.72682  0.408
144 H 1.30902 4.81476 -7.59702  0.462
145 H 1.18970 5.15450 -5.84067  0.444
146 H -0.69050 6.21087 -6.59368  0.641
147 H -1.11420 4.68966 -5.74828  0.181
148 H -3.10534 5.63184 -7.24011  0.344
149 H -2.95773 5.27816 -9.02356  0.274
150 H -2.13187 6.59752 -8.27520  0.337
151 C -7.50089 6.64649 5.52486  -1.175
152 C -6.22192 6.02369 4.83395  -0.614
153 N -6.21572 6.15002 3.26829  -0.052
154 C -7.41584 5.30687 2.75712  -1.108
155 C -6.30282 7.62814 2.85905  -0.499
156 C -5.19208 8.51059 3.51784  -1.127
157 C -4.88355 5.36308 2.80829  -0.649
158 C -4.35834 5.77208 1.41880  -0.273
159 O -5.44552 5.49140 0.47594  -0.207
160 C -5.06882 5.71722 -0.83969  -0.778
161 H -7.30773 7.70220 5.71530  0.331
162 H -7.61930 6.15207 6.48903  0.427
163 H -8.42299 6.54987 4.95171  0.256
164 H -6.31622 4.95862 5.04573  0.463
165 H -5.24492 6.20770 5.28086  0.579
166 H -7.42575 5.40655 1.67174  0.348
167 H -8.35626 5.80081 3.00154  0.530
168 H -7.33109 4.29255 3.14708  0.472
169 H -7.28359 7.99385 3.16307  0.565
170 H -6.28649 7.68292 1.77055  0.482
171 H -4.96705 8.23280 4.54755  0.288
172 H -5.45354 9.56873 3.52649  0.394
173 H -4.25260 8.36817 2.98382  0.294
174 H -4.93821 4.30522 3.06523  0.455
175 H -4.09472 5.77603 3.43706  0.313
176 H -3.45794 5.18260 1.24596  0.150
177 H -4.14355 6.84070 1.42328  0.407
178 H -5.96531 5.31744 -1.31359  0.289
179 H -4.28367 5.06768 -1.22664  0.184
180 H -4.88525 6.73750 -1.17651  0.309
181 C -0.94901 -4.62083 -2.66993  -0.723
182 C -1.66674 -5.86822 -3.25044  -0.783
183 N -1.52483 -7.18370 -2.42598  0.008
184 C -0.01473 -7.55434 -2.61095  -0.933
185 C -1.79089 -7.09712 -0.91112  -0.697
186 C -3.23159 -6.51897 -0.52081  -1.406
187 C -2.42915 -8.20463 -3.21014  -0.710
188 C -2.49678 -9.68098 -2.78549  -0.646
189 O -3.29265 -9.67885 -1.62243  -0.217
190 C -3.66352 -10.99379 -1.10403  -0.857
191 H 0.13785 -4.67646 -2.60871  0.256
192 H -1.32429 -4.39662 -1.67143  0.059
193 H -1.25944 -3.76173 -3.26465  0.536
194 H -1.41403 -5.96037 -4.30673  0.419
195 H -2.74104 -5.68737 -3.21465  0.435
196 H 0.15420 -7.61193 -3.68624  0.350
197 H 0.01971 -8.50273 -2.07479  0.531
198 H 0.71947 -6.80927 -2.30450  0.277
199 H -0.94150 -6.49686 -0.58503  0.798
200 H -1.56563 -8.11861 -0.60466  0.465
201 H -3.42798 -6.59168 0.54887  0.403
202 H -4.01347 -7.07600 -1.03703  0.340
203 H -3.38675 -5.47453 -0.79135  0.349
204 H -2.18771 -8.15225 -4.27177  0.536
205 H -3.41753 -7.74516 -3.20078  0.477
206 H -1.45117 -9.96877 -2.67614  0.297
207 H -2.82748 -10.36666 -3.56561  0.546
208 H -4.12681 -10.69715 -0.16304  0.266
209 H -2.81361 -11.60287 -0.79618  0.353
210 H -4.32985 -11.66932 -1.64046  0.310
211 P -7.33641 1.16509 2.71940  1.250
212 F -6.29947 2.04292 3.63717  -0.377
213 F -6.03124 0.59588 1.97631  -0.336
214 F -7.30572 -0.14561 3.65850  -0.389
215 F -8.39467 0.39412 1.76957  -0.398
216 F -8.64758 1.68700 3.60968  -0.392
217 F -7.40001 2.37801 1.68672  -0.364
218 P -0.08937 0.31727 6.02554  1.244
219 F -0.65322 1.32743 4.84575  -0.332
220 F 0.31814 -0.64152 4.81484  -0.351
221 F 1.35413 1.10259 5.87396  -0.329
222 F 0.65097 -0.72732 7.12113  -0.444
223 F -0.55730 1.22297 7.25385  -0.389
224 F -1.51759 -0.46889 6.20834  -0.352
225 P 3.54343 -0.52867 -4.02830  1.515
226 F 3.32168 -0.64260 -5.61548  -0.427
227 F 3.69142 1.06739 -4.20227  -0.393
228 F 1.89728 -0.32236 -3.85174  -0.536
229 F 3.73155 -0.40166 -2.42801  -0.355
230 F 3.18521 -2.10058 -3.82029  -0.356
231 F 5.14477 -0.66560 -4.27139  -0.305
232 P 0.70656 5.89065 -0.45204  1.412
233 F 1.91435 6.74274 0.22232  -0.386
234 F 0.13311 5.47955 1.00896  -0.486
235 F -0.22178 7.27480 -0.46804  -0.454
236 F -0.61966 5.23596 -1.11576  -0.355
237 F 1.38193 6.29562 -1.83414  -0.390
238 F 1.57679 4.46549 -0.32666  -0.293
239 P -2.85975 0.47002 -4.42179  1.482
240 F -2.91393 -1.15254 -4.65061  -0.428
241 F -1.33305 0.27029 -3.84699  -0.673
242 F -2.36232 0.62032 -5.92259  -0.313
243 F -2.57670 2.06840 -4.23827  -0.376
244 F -4.35464 0.59929 -4.98702  -0.350
245 F -3.43637 0.32366 -2.86238  -0.351

Results
E = -7830.61552 Ha
Net charge = +2
Multiplicity = 1